C51H123N6O15 | the ωB97M-V functional and the def2-TZVPD basis

Last column: Mulliken charge in e.
Cartesian coordinates (Å):
C 4.152 5.693 0.099  -1.1967
C 2.889 6.465 -0.503  -0.4832
N 1.817 5.439 -1.050  0.7139
C 0.578 6.287 -1.446  -0.4815
C 2.278 4.730 -2.375  -0.4469
C 2.427 5.679 -3.536  -1.3121
C 1.319 4.405 0.073  -0.2044
C 0.967 5.028 1.448  -0.5882
O -0.013 6.030 1.527  -0.1386
C -0.031 7.053 2.495  -0.9205
H 4.892 6.294 0.627  0.4261
H 4.687 5.278 -0.755  0.3565
H 3.936 4.903 0.818  0.2170
H 3.180 7.136 -1.311  0.5422
H 2.453 7.026 0.324  0.3673
H 0.856 7.332 -1.582  0.4084
H -0.312 6.073 -0.854  0.1014
H 0.281 6.000 -2.455  0.1117
H 1.545 3.931 -2.493  0.1899
H 3.293 4.361 -2.228  0.4770
H 2.898 6.649 -3.374  0.2807
H 1.468 6.015 -3.929  0.4022
H 2.867 5.263 -4.442  0.4163
H 2.055 3.607 0.166  0.4747
H 0.480 3.859 -0.357  -0.4423
H 1.901 5.278 1.950  0.6580
H 0.435 4.207 1.928  0.0907
H -0.923 7.652 2.314  0.2719
H 0.839 7.710 2.457  0.3292
H -0.085 6.716 3.530  0.3084
C -2.985 -5.626 -2.989  -1.8291
C -2.435 -4.526 -1.969  -0.0994
N -3.087 -4.467 -0.559  0.8014
C -2.876 -3.097 0.124  -0.6872
C -4.646 -4.723 -0.775  -0.5574
C -5.389 -3.627 -1.483  -1.2538
C -2.421 -5.549 0.281  -0.6865
C -2.516 -5.455 1.800  -0.3142
O -3.788 -5.084 2.208  -0.3331
C -4.089 -4.967 3.619  -0.7558
H -2.440 -5.670 -3.932  0.4009
H -4.028 -5.571 -3.301  0.4170
H -3.123 -6.679 -2.746  0.4340
H -2.674 -3.528 -2.338  -0.0464
H -1.355 -4.406 -1.880  0.7274
H -1.827 -3.109 0.420  -0.0597
H -3.477 -3.109 1.033  0.5742
H -3.001 -2.173 -0.440  -0.0881
H -4.952 -4.951 0.247  0.4968
H -4.739 -5.665 -1.315  0.5464
H -6.395 -3.900 -1.801  0.4613
H -5.044 -3.140 -2.395  0.2047
H -5.531 -2.791 -0.799  0.2872
H -1.386 -5.304 0.046  0.2742
H -2.554 -6.583 -0.037  0.5991
H -1.683 -4.844 2.148  -0.2952
H -2.227 -6.391 2.278  0.8141
H -5.113 -5.064 3.981  0.3349
H -3.508 -4.110 3.959  0.1618
H -3.810 -5.825 4.230  0.3492
C 5.446 -4.525 2.492  -1.5063
C 4.611 -3.505 1.772  -0.0364
N 5.391 -2.368 1.050  0.6345
C 5.866 -2.868 -0.313  -0.9082
C 4.560 -1.065 0.773  -0.5278
C 3.189 -1.361 0.141  0.4491
C 6.675 -1.858 1.916  -0.6327
C 7.322 -0.566 1.584  -0.9003
O 7.590 -0.449 0.197  -0.3056
C 7.944 0.854 -0.234  -0.7286
H 6.063 -5.128 1.825  0.3619
H 4.949 -5.340 3.018  0.4570
H 6.197 -4.220 3.220  0.3721
H 3.906 -3.066 2.478  0.1189
H 3.892 -3.974 1.101  0.1303
H 6.366 -2.101 -0.904  0.3593
H 5.010 -3.287 -0.842  0.2607
H 6.481 -3.764 -0.222  0.4145
H 5.099 -0.387 0.112  0.2815
H 4.456 -0.735 1.807  0.3785
H 2.854 -0.354 -0.112  0.2095
H 2.532 -1.901 0.823  -0.9531
H 3.224 -1.861 -0.827  0.0391
H 7.415 -2.631 1.709  0.5601
H 6.391 -2.145 2.928  0.4943
H 8.074 -0.503 2.371  0.4801
H 6.590 0.224 1.751  0.3795
H 8.702 1.272 0.429  0.3031
H 7.034 1.446 -0.141  0.2892
H 8.259 0.874 -1.277  0.2581
C 2.678 0.831 4.378  -1.4608
C 1.468 -0.045 3.966  0.1593
N 0.155 0.100 4.763  0.6417
C 0.386 -0.172 6.257  -1.0372
C -0.397 1.536 4.591  -0.0772
C -1.680 1.774 5.347  -1.3815
C -0.863 -0.922 4.139  -0.7180
C -0.324 -2.353 3.954  0.5996
O 0.331 -2.825 5.147  -0.4173
C 0.612 -4.261 5.126  -0.5350
H 3.631 0.406 4.062  0.3155
H 2.806 0.903 5.458  0.3943
H 2.553 1.857 4.033  0.3276
H 1.742 -1.085 4.141  0.3577
H 1.226 0.159 2.922  -0.1263
H -0.530 -0.399 6.802  0.3036
H 0.878 0.739 6.597  0.4966
H 1.216 -0.847 6.468  0.3054
H -0.392 1.683 3.511  0.2443
H 0.414 2.167 4.953  0.4953
H -2.287 2.453 4.747  0.2625
H -1.533 2.308 6.286  0.3935
H -2.325 0.908 5.497  0.3296
H -1.124 -0.409 3.214  0.2151
H -1.747 -0.947 4.776  0.4568
H 0.336 -2.358 3.086  -0.1282
H -1.119 -3.044 3.673  -0.1310
H -0.314 -4.814 5.282  0.2444
H 1.404 -4.514 5.831  0.2961
H 0.991 -4.321 4.106  0.1474
C 2.165 -3.161 -5.622  -1.3302
C 1.947 -1.736 -5.417  -0.4795
N 0.873 -1.417 -4.287  1.2908
C 1.603 -1.624 -2.927  -1.8494
C 0.293 -0.023 -4.420  -0.2560
C 1.190 1.207 -4.129  -1.2671
C -0.384 -2.327 -4.286  -0.0882
C -1.167 -2.243 -5.559  -1.2369
O -2.086 -1.164 -5.393  -0.1817
C -2.582 -0.522 -6.581  -1.0410
H 1.332 -3.646 -6.130  0.2703
H 2.705 -3.631 -4.800  0.2938
H 2.903 -3.217 -6.422  0.5113
H 1.558 -1.450 -6.394  0.4446
H 2.856 -1.177 -5.196  0.4565
H 2.414 -0.897 -2.970  0.5166
H 1.947 -2.658 -2.905  0.7261
H 0.848 -1.392 -2.176  0.3176
H -0.489 0.045 -3.664  0.2087
H -0.258 0.181 -5.339  0.5788
H 1.886 1.237 -4.967  0.5051
H 1.862 1.179 -3.271  0.0847
H 0.650 2.149 -4.037  0.1325
H -1.070 -2.132 -3.462  -0.3236
H -0.034 -3.349 -4.144  0.8442
H -1.703 -3.189 -5.621  0.6372
H -0.620 -2.317 -6.499  0.3056
H -3.283 0.309 -6.493  0.2702
H -3.163 -1.330 -7.026  0.4085
H -1.862 -0.266 -7.358  0.3740
C -2.507 3.861 1.622  -0.4508
C -4.022 3.571 1.997  -1.5174
N -4.900 2.889 0.954  0.4912
C -6.297 2.645 1.508  -1.1262
C -5.110 3.757 -0.300  -0.3856
C -5.747 5.137 -0.074  -1.3556
C -4.224 1.566 0.520  0.2051
C -5.108 0.584 -0.343  -0.0979
O -5.067 0.860 -1.794  -0.4903
C -3.971 0.591 -2.522  0.1836
H -2.033 4.209 2.540  0.5968
H -2.591 4.664 0.890  0.2952
H -1.966 3.007 1.215  -0.0035
H -4.521 4.484 2.321  0.5979
H -4.138 2.877 2.829  0.5053
H -6.939 2.240 0.725  0.4148
H -6.671 3.590 1.901  0.4059
H -6.172 1.911 2.305  0.3897
H -5.746 3.120 -0.914  0.4769
H -4.169 3.722 -0.849  0.5361
H -5.499 5.778 -0.920  0.4309
H -5.268 5.563 0.807  0.3125
H -6.818 5.199 0.120  0.3593
H -3.826 1.027 1.379  0.2845
H -3.276 1.741 0.011  -0.2046
H -6.090 0.342 0.063  0.4144
H -4.658 -0.398 -0.197  -0.5143
H -3.511 -0.366 -2.275  -0.0614
H -3.219 1.372 -2.411  -0.1444
H -4.308 0.663 -3.556  0.3137
O 0.779 -4.193 1.245  0.2018
C 1.423 -4.800 0.248  0.6195
O 1.293 -6.019 0.065  -0.8059
O 2.035 -4.156 -0.610  -0.6168
H 0.881 -3.367 0.765  -0.3249
O -1.223 3.442 -4.430  -0.5773
C -1.631 3.821 -3.199  0.2817
O -2.360 4.856 -3.070  -0.8438
O -1.248 3.211 -2.228  -0.1579
H -0.931 2.603 -4.065  -0.0885
O -0.838 0.387 -1.123  1.1684
C -0.143 0.033 -0.083  0.3199
O -0.517 -0.952 0.608  -0.2030
O 0.647 0.872 0.363  -0.7622
H -0.434 1.243 -0.963  -0.7110

Charge: +3
HOMO, eV: -12.48
Lowest unoccupied orbital energy, eV: -5.38
Frontier orbital gap, eV: 7.10
Relative energy (zero: lowest compared OMol25 entry of this formula, charge and spin), kcal/mol: 0.0
E_tot, eV: -94500.6420

C37H92NO34P7S3 | the ωB97M-V functional and the def2-TZVPD basis

Last column: Mulliken charge in e.
Cartesian coordinates (Å):
C -0.089 -8.929 0.587  -0.6424
O -0.149 -10.252 1.148  -0.3124
P 0.982 -11.314 0.587  1.0103
O 0.959 -11.505 -0.895  -0.6655
O 2.325 -10.693 1.179  -0.3059
C 3.292 -9.976 0.383  -0.6593
O 0.902 -12.671 1.442  -0.3065
C -0.195 -13.543 1.323  -0.6765
H -1.058 -8.478 0.803  0.2597
H 0.032 -8.940 -0.496  0.3348
H 0.673 -8.341 1.098  0.2444
H 4.179 -10.590 0.227  0.2908
H 3.657 -9.094 0.909  0.2545
H 2.902 -9.677 -0.590  0.3209
H -0.385 -13.947 2.318  0.2594
H 0.068 -14.394 0.694  0.2768
H -1.107 -13.133 0.891  0.3168
C -7.158 1.263 -8.699  -0.6594
O -6.365 1.945 -7.726  -0.2210
P -5.295 3.087 -8.257  0.9812
O -4.195 2.651 -9.140  -0.6527
O -6.303 4.087 -9.082  -0.3553
C -7.256 4.942 -8.392  -0.6328
O -4.958 3.929 -6.903  -0.2562
C -3.933 3.611 -6.015  -0.6835
H -8.190 1.611 -8.758  0.2533
H -7.203 0.236 -8.339  0.2368
H -6.705 1.280 -9.690  0.3258
H -8.114 4.947 -9.064  0.2749
H -6.859 5.953 -8.301  0.2510
H -7.607 4.503 -7.458  0.3212
H -4.380 3.176 -5.121  0.2529
H -3.341 4.490 -5.758  0.2346
H -3.265 2.889 -6.484  0.3291
C 4.227 -3.068 5.106  -0.6710
O 4.422 -4.429 5.327  -0.3376
P 3.344 -5.274 6.195  1.0438
O 1.923 -4.827 5.910  -0.6499
O 3.625 -6.824 5.820  -0.3342
C 2.886 -7.857 6.454  -0.6729
O 3.776 -5.187 7.780  -0.3225
C 3.566 -3.970 8.505  -0.6438
H 5.012 -2.526 5.634  0.2860
H 3.228 -2.696 5.336  0.2974
H 4.398 -2.701 4.094  0.2933
H 3.458 -8.697 6.847  0.2666
H 2.319 -8.188 5.584  0.2750
H 2.138 -7.504 7.164  0.3288
H 3.250 -4.107 9.539  0.2693
H 2.851 -3.293 8.037  0.3141
H 4.566 -3.538 8.523  0.2567
C -7.728 0.413 3.829  -0.6061
O -9.056 0.752 4.266  -0.2859
P -10.378 0.026 3.740  1.0357
O -10.484 -0.093 2.237  -0.6950
O -10.256 -1.372 4.450  -0.2553
C -11.245 -2.408 4.404  -0.7031
O -11.750 0.726 4.416  -0.3496
C -11.828 0.916 5.809  -0.6554
H -7.672 -0.232 2.953  0.3091
H -7.336 -0.082 4.718  0.2554
H -7.181 1.337 3.642  0.2389
H -10.813 -3.406 4.330  0.2772
H -11.948 -2.261 3.585  0.3303
H -11.794 -2.470 5.344  0.2599
H -10.810 0.956 6.197  0.3424
H -12.603 0.309 6.277  0.2489
H -12.285 1.902 5.897  0.2513
C 10.101 3.876 -5.327  -0.6342
O 10.318 4.121 -3.966  -0.3246
P 9.392 3.372 -2.892  0.9478
O 9.501 3.906 -1.515  -0.6704
O 9.802 1.791 -3.079  -0.2728
C 9.812 0.849 -1.935  -0.6733
O 7.927 3.484 -3.595  -0.2258
C 7.231 4.715 -3.584  -0.7298
H 9.475 4.629 -5.805  0.2453
H 9.566 2.935 -5.452  0.3091
H 11.004 3.774 -5.930  0.2881
H 9.289 1.258 -1.070  0.3060
H 10.823 0.603 -1.609  0.2624
H 9.226 -0.041 -2.165  0.2815
H 7.864 5.534 -3.240  0.3447
H 6.258 4.578 -3.113  0.2615
H 7.130 5.082 -4.605  0.2841
C 2.736 -0.103 -2.762  -0.6480
O 1.619 0.722 -2.420  -0.3204
P 1.310 0.935 -0.818  1.0963
O 2.337 1.670 -0.040  -0.7193
O 1.102 -0.565 -0.229  -0.2477
C 0.153 -1.352 -0.751  -0.7966
O -0.150 1.646 -0.773  -0.2729
C -0.348 2.862 -0.122  -0.6928
H 2.287 -0.764 -3.504  0.2408
H 3.161 -0.650 -1.921  0.3217
H 3.531 0.492 -3.212  0.2573
H -0.456 -1.784 0.043  0.2962
H 0.523 -2.225 -1.287  0.2807
H -0.634 -0.870 -1.331  0.3518
H -1.328 2.799 0.351  0.2477
H -0.386 3.682 -0.839  0.2703
H 0.370 3.133 0.653  0.3338
C -6.215 -4.497 -5.426  -0.7067
O -6.389 -3.388 -4.524  -0.2537
P -6.050 -3.562 -2.918  1.0103
O -4.849 -4.406 -2.654  -0.6820
O -5.799 -2.002 -2.502  -0.2299
C -6.807 -1.008 -2.702  -0.7198
O -7.474 -3.969 -2.230  -0.3077
C -7.515 -4.272 -0.870  -0.7005
H -7.132 -5.051 -5.628  0.2755
H -5.498 -5.257 -5.115  0.3286
H -5.814 -4.012 -6.316  0.2315
H -6.859 -0.201 -1.971  0.3005
H -7.841 -1.347 -2.769  0.3175
H -6.687 -0.593 -3.703  0.2886
H -7.938 -5.272 -0.771  0.2464
H -8.164 -3.553 -0.370  0.2463
H -6.526 -4.315 -0.413  0.3559
O 3.927 8.266 0.747  -0.6047
S 5.105 8.469 1.554  1.0022
O 6.234 9.284 1.059  -0.6398
C 4.559 9.279 3.165  -0.6687
C 4.096 8.161 4.016  -0.5841
C 4.723 6.744 3.605  -0.5466
C 5.681 6.944 2.424  -0.6484
H 3.809 10.037 2.940  0.4200
H 5.446 9.719 3.620  0.3079
H 4.308 8.411 5.056  0.3355
H 3.007 8.144 4.057  0.2639
H 3.966 5.980 3.430  0.2918
H 5.223 6.306 4.469  0.3036
H 5.586 6.171 1.660  0.4100
H 6.736 7.145 2.606  0.3574
O 8.081 -7.207 -5.036  -0.6322
S 8.256 -5.797 -4.856  1.0623
O 7.782 -5.229 -3.624  -0.6367
C 10.034 -5.333 -5.129  -0.7468
C 10.080 -4.831 -6.599  -0.5973
C 8.777 -3.972 -6.863  -0.5201
C 7.623 -4.945 -6.350  -0.7445
H 10.854 -5.946 -4.755  0.4354
H 10.136 -4.535 -4.394  0.3560
H 11.060 -4.403 -6.811  0.3443
H 10.108 -5.721 -7.229  0.2942
H 8.615 -3.616 -7.880  0.3339
H 8.689 -3.113 -6.197  0.2756
H 7.616 -5.799 -7.027  0.3507
H 6.581 -4.667 -6.190  0.4250
O -4.219 9.868 0.475  -0.6433
S -3.932 9.818 1.904  1.0572
O -4.203 8.623 2.724  -0.6275
C -2.075 10.087 2.211  -0.5658
C -2.087 11.140 3.307  -0.6430
C -3.438 11.386 3.932  -0.5925
C -4.428 11.324 2.767  -0.6980
H -1.740 10.573 1.295  0.2897
H -1.629 9.095 2.281  0.4018
H -1.375 11.133 4.132  0.3444
H -1.790 12.060 2.802  0.2882
H -3.478 12.332 4.472  0.3537
H -3.667 10.590 4.640  0.3134
H -4.283 12.107 2.022  0.3096
H -5.500 11.188 2.909  0.4126
C -2.281 1.125 7.373  -0.3360
C -1.673 1.983 6.448  -0.4008
C -0.935 1.193 5.604  -0.5293
N -0.991 -0.097 6.048  0.0423
C -1.856 -0.175 7.108  -0.5030
H -3.012 1.412 8.114  0.3682
H -1.814 3.053 6.428  0.3807
H -0.285 1.417 4.771  0.4221
H -0.492 -0.884 5.658  0.1944
H -2.190 -1.141 7.456  0.3640

Charge: 0
HOMO, eV: -8.21
Structure (SMILES): COP(=O)(OC)OC.COP(=O)(OC)OC.COP(=O)(OC)OC.COP(=O)(OC)OC.COP(=O)(OC)OC.COP(=O)(OC)OC.COP(=O)(OC)OC.O=S1(=O)CCCC1.O=S1(=O)CCCC1.O=S1(=O)CCCC1.c1cc[nH]c1
Lowest unoccupied orbital energy, eV: 0.24
Frontier orbital gap, eV: 8.45
Relative energy (zero: lowest compared OMol25 entry of this formula, charge and spin), kcal/mol: 97.7
E_tot, eV: -208502.5804

Number 1 is which compound? C51H123N6O15

Among the records above, which one has the lowest HOMO? C51H123N6O15

Among the records above, which one has the highest charge? C51H123N6O15